[1]
This record from the OMol25 dataset describes a cluster of 2 separate species, C3H7NO2 in total at a distorted geometry. The level of theory is ωB97M-V with the def2-TZVPD basis set.

```
13
Properties=species:S:1:pos:R:3:forces:R:3:lowdin_spin:R:1
C -1.3047 1.8947 1.0094 3.07 0.67 -0.67 0.43
C -2.0426 1.1352 0.1392 -0.03 -3.18 -3.61 0.25
O -1.6547 0.9675 -1.2511 -0.32 2.08 5.65 0.23
H -0.2902 2.2813 0.7242 -1.13 -0.23 -0.53 0.01
H -1.3898 2.0890 2.0541 -1.28 -0.27 0.65 0.02
H -2.8059 0.3332 0.4412 0.62 1.86 -0.29 0.00
H -2.4958 0.7934 -1.6540 -0.96 -0.90 -1.18 0.00
C 2.3932 -2.0926 -0.4040 0.95 -1.05 -3.89 0.00
N 1.6366 -1.0436 0.0155 -1.30 0.69 0.82 0.03
O 3.5775 -2.0100 -0.7431 -2.18 -0.41 1.92 0.03
H 1.7212 -2.9691 -0.7821 1.16 0.96 0.89 0.00
H 2.0180 -0.4062 0.6981 0.07 0.26 -0.42 0.00
H 0.6371 -0.9728 -0.2474 1.32 -0.48 0.66 0.00
```
Positions in Å, forces in eV/Å.

Computed properties:
maximum force = 6.0 eV/Å
2S+1 = 2
<S²> = 0.76
LUMO energy (alpha / beta) = -5.95 / -9.98 eV
charge = +1
Kohn-Sham gap (alpha / beta) = 6.98 / 2.81 eV
E_HOMO (alpha / beta) = -0.475 / -0.470 Ha
E = -8797.7883 eV

---

[2]
This record from the OMol25 dataset describes the ion C3H7NO2P with charge +1 at a distorted geometry. The level of theory is ωB97M-V with the def2-TZVPD basis set.

```
14
Properties=species:S:1:pos:R:3:forces:R:3:lowdin_charge:R:1
C 0.0594 -2.2130 -0.0549 -2.13 4.45 1.02 0.10
C 0.2435 -0.9682 -0.5581 0.13 -1.28 -1.85 -0.14
C -0.4797 0.2540 -0.0874 -3.18 -0.60 0.17 -0.28
N 0.2759 1.4713 -0.6279 -1.60 1.39 -1.15 0.20
O -3.6593 0.4167 -2.1751 -2.41 2.19 -3.90 -0.38
O -1.8859 0.4871 -0.7246 4.22 0.00 1.55 -0.40
P -3.2475 -0.3668 -1.0911 1.65 -2.25 3.18 0.83
H 0.3572 -3.0587 -0.5151 1.42 -2.53 -1.42 0.04
H -0.6887 -2.3329 0.7363 0.62 -0.05 0.18 0.09
H 0.7551 -0.8496 -1.5810 -0.47 -0.24 1.73 0.14
H -0.6792 0.1948 1.0542 0.79 0.94 -1.91 0.19
H 0.3859 1.4323 -1.7004 0.48 -0.90 1.87 0.21
H 1.1660 1.5594 -0.0969 -0.50 0.40 -0.77 0.19
H -0.3281 2.3704 -0.6735 0.99 -1.54 1.31 0.21
```
Positions in Å, forces in eV/Å.

Computed properties:
maximum force = 5.1 eV/Å
SMILES = C=C[C@@H]([NH3+])OP=O
2S+1 = 1
LUMO energy = -4.07 eV
charge = +1
Kohn-Sham gap = 10.36 eV
E_HOMO = -0.530 Ha
E = -18089.8865 eV

---

[3]
This record from the OMol25 dataset describes an isolated molecule of C3H7NO2S at a distorted geometry. The level of theory is ωB97M-V with the def2-TZVPD basis set.

```
14
Properties=species:S:1:pos:R:3:forces:R:3:lowdin_charge:R:1
C 1.1676 -0.0873 0.7249 -1.61 1.52 -1.06 -0.22
C -1.1854 0.3429 0.8707 -1.12 -1.16 0.93 -0.30
C -0.1566 -0.2159 -0.0631 1.42 0.34 -0.04 -0.43
N -0.1276 0.5037 -1.3540 -0.49 -1.67 0.59 0.06
O 1.0884 1.0987 1.5133 -0.54 0.26 0.26 -0.33
O -0.4554 2.8013 0.4614 -0.24 1.06 -1.26 -0.45
S -0.4538 1.8202 1.5120 1.83 -0.77 1.88 0.94
H 1.3499 -0.9417 1.2825 0.12 -1.50 1.85 0.09
H 1.9300 -0.0969 -0.0097 1.16 0.77 -0.63 0.11
H -2.0985 0.7220 0.3613 0.32 -0.78 0.46 0.11
H -1.3423 -0.4061 1.7598 -0.10 1.59 -1.60 0.15
H -0.1870 -1.2947 -0.0910 -0.92 -0.40 -1.12 0.13
H 0.0989 1.4777 -1.1850 0.29 -0.12 -0.36 0.06
H 0.4936 -0.0163 -1.9762 -0.10 0.86 0.10 0.08
```
Positions in Å, forces in eV/Å.

Computed properties:
maximum force = 2.7 eV/Å
2S+1 = 1
LUMO energy = 0.67 eV
Kohn-Sham gap = 10.15 eV
E_HOMO = -0.348 Ha
E = -19643.3865 eV